[1]
# H3N3O2

A single H3N3O2 molecule (ωB97M-V/def2-TZVPD, the Open Molecules 2025 dataset).

ORCA input file:
```
! wB97M-V def2-TZVPD RIJCOSX def2/J DEFGRID3
* xyz 0 1
H 3.00129 -0.00728 -0.33715
N 2.26805 -0.75737 -0.06646
N 1.14576 -0.20084 0.04954
O 0.88339 0.97362 0.08085
O -0.12086 -0.98214 -0.00413
N -1.41437 -0.40535 -0.08138
H -1.61144 0.40646 0.61024
H -1.52502 -0.24815 -1.10430
*
```

Properties
**Structure (SMILES)**: [H]/N=[N+](\[O-])ON
**E_LUMO**: 0.0162 Eh
**Energy above the lowest of the compared OMol25 structures with the same formula, charge and spin**: 2.1985 eV
**Orbital gap**: 10.75 eV

Computed natural (NBO) charges, given in elementary charges: 0.37 -0.46 0.53 -0.44 -0.27 -0.48 0.38 0.37

=====

[2]
# C17H50N12O9

7 unconnected molecules or ions with the total composition C17H50N12O9 (ωB97M-V/def2-TZVPD, the Open Molecules 2025 dataset).

ORCA input file:
```
! wB97M-V def2-TZVPD RIJCOSX def2/J DEFGRID3
* xyz 0 1
C -1.91652 1.51758 -0.66950
O -3.23520 1.60962 -1.08419
C -3.63749 0.56077 -1.95568
C -5.02688 0.78440 -2.40770
N -5.06136 1.96683 -3.21251
C -6.42494 2.50523 -3.39549
C -6.33280 3.61902 -4.50310
O -5.49615 4.61318 -4.07727
C -5.32979 5.59938 -5.07565
H -1.68990 2.40354 -0.08275
H -1.21811 1.50202 -1.53590
H -1.76031 0.63096 -0.08641
H -3.51619 -0.37931 -1.40275
H -2.91938 0.49653 -2.78504
H -5.74790 0.87660 -1.55563
H -5.38160 -0.06731 -2.95728
H -4.43424 2.62212 -2.73813
H -6.82538 2.96479 -2.49579
H -7.02819 1.64109 -3.73169
H -7.30270 3.99846 -4.73223
H -5.95186 3.27021 -5.43292
H -6.24155 6.21464 -5.26664
H -5.00991 5.18721 -6.07033
H -4.57120 6.28985 -4.76881
C 4.87509 -0.06607 -1.78981
O 4.32558 -0.86643 -0.74370
C 5.00938 -2.09695 -0.43501
C 4.16462 -2.59212 0.71994
N 4.54703 -1.77565 1.92230
C 3.53390 -1.89448 3.06577
C 3.51905 -3.34652 3.67260
O 2.69657 -3.30568 4.85979
C 3.34245 -3.28431 6.08548
H 5.15969 -0.69243 -2.63114
H 5.82470 0.44232 -1.46191
H 4.08087 0.67080 -2.08580
H 6.08759 -1.95159 -0.12070
H 4.97895 -2.78169 -1.28263
H 4.38701 -3.66284 0.80503
H 3.11923 -2.46303 0.40356
H 4.46386 -0.78185 1.66612
H 2.52978 -1.73834 2.68027
H 3.79727 -1.19674 3.85145
H 4.49334 -3.67823 3.95427
H 3.01755 -4.02182 2.96578
H 2.53196 -3.36077 6.79609
H 3.80217 -2.28362 6.28560
H 4.11001 -4.07799 6.21921
N -0.13504 -1.15949 3.83284
C -1.22241 -0.31489 3.77828
N -1.05365 0.90216 3.26337
O -2.34559 -0.75417 4.09255
H -0.14252 -1.78201 4.60039
H 0.74595 -0.88419 3.44184
H -1.76549 1.59035 3.38397
H -0.13643 1.14204 2.91791
N 4.68183 4.05384 2.32126
C 3.97015 3.25661 1.45233
N 4.64508 2.08501 1.19825
O 2.87953 3.54806 0.95583
H 5.56973 3.84013 2.70123
H 4.26380 4.91348 2.60203
H 5.41466 1.88701 1.84276
H 4.05980 1.29575 0.98265
N -1.20570 -2.83816 -3.01171
C -0.18347 -1.93856 -3.25255
N 0.19227 -1.87409 -4.56292
O 0.37389 -1.38523 -2.31319
H -1.68463 -2.76308 -2.13206
H -1.69632 -3.15382 -3.80897
H 1.08094 -1.47350 -4.78828
H -0.26894 -2.50979 -5.22734
N -1.74837 -2.86252 1.48818
C -2.60984 -2.18032 0.66176
N -3.28931 -1.11323 1.36531
O -2.74833 -2.35458 -0.53019
H -1.69158 -2.87037 2.49924
H -1.16700 -3.43325 0.95107
H -3.26226 -1.00005 2.36234
H -3.88223 -0.59841 0.73846
N 1.42130 1.05587 -0.26093
C 1.22524 0.17877 0.81060
N 0.46037 -0.88909 0.54366
O 1.57673 0.49570 1.93443
H 1.13275 0.93837 -1.20042
H 1.84344 1.94595 0.00655
H -0.00347 -1.30564 1.34200
H 0.36691 -1.31203 -0.36166
*
```

Properties
**Structure (SMILES)**: COCCNCCOC.COCCNCCOC.NC(N)=O.NC(N)=O.NC(N)=O.NC(N)=O.NC(N)=O
**E_LUMO**: 0.0214 Eh
**Energy above the lowest of the compared OMol25 structures with the same formula, charge and spin**: 0.7056 eV
**Orbital gap**: 8.94 eV

Mulliken population analysis, charges in e, atoms 1 to 8: -0.13 -0.41 -0.04 -0.93 -0.32 -0.71 -0.69 -0.28

=====

[3]
# C24H43Cl3CsF6KN3O17PS2

A molecular structure, C24H43Cl3CsF6KN3O17PS2 (ωB97M-V/def2-TZVPD, the Open Molecules 2025 dataset).

ORCA input file:
```
! wB97M-V def2-TZVPD RIJCOSX def2/J DEFGRID3
* xyz 0 1
C 2.91957 -1.18196 -0.17673
C 3.06568 -0.59680 -1.61318
C 2.37424 -1.13685 -2.78754
C 2.51299 -0.54338 -4.10809
P 1.65654 -1.09319 -5.68898
O 0.02376 -1.00953 -5.34363
O 2.13614 -2.62793 -6.13780
C 3.42328 0.61591 -4.12730
N 3.96363 0.97519 -2.95307
C 4.84402 2.19946 -3.02501
C 3.98401 3.38349 -2.34498
C 4.31306 4.83134 -2.95326
O 2.54177 3.12417 -2.50871
N 3.87069 0.46629 -1.75890
H 3.87249 -0.91276 0.34750
H 2.70934 -2.27155 -0.17802
H 2.12139 -0.60190 0.36066
H 1.71813 -2.02378 -2.64432
H -0.04578 -0.37406 -4.59283
H 1.97151 -2.65393 -7.10013
H 3.62890 1.15777 -5.07644
H 5.74868 1.96285 -2.42061
H 5.09089 2.43108 -4.09412
H 4.17352 3.30566 -1.24763
H 4.54074 5.51271 -2.09662
H 3.40842 5.32316 -3.48379
H 5.16863 4.78979 -3.72931
H 2.28462 2.57647 -1.74505
C -3.07978 -0.47748 -7.63069
F -2.14165 -1.43194 -7.60633
F -2.89849 0.22739 -8.75871
F -4.26605 -1.09204 -7.75158
S -3.01581 0.58888 -6.14708
O -1.70411 1.18550 -6.18657
O -3.23857 -0.32327 -5.03437
N -4.22874 1.53963 -6.53385
S -4.50953 2.64611 -5.43889
O -3.50621 3.68003 -5.29269
O -5.07938 2.17278 -4.17880
C -5.90180 3.46900 -6.29262
F -6.92188 2.62417 -6.50866
F -5.53890 3.94440 -7.49374
F -6.38353 4.49891 -5.58847
Cl 0.30948 -0.99405 3.94698
C -0.97015 -0.47808 2.80794
C -0.41897 -0.19435 1.43432
Cl 0.62446 1.26694 1.41108
H -1.46891 0.39112 3.22977
H -1.69373 -1.28827 2.75273
H -1.23598 -0.01017 0.73774
H 0.16613 -1.03395 1.05760
C -4.22516 -0.27619 -0.89610
C -4.04092 -1.18531 0.31351
O -3.15215 -0.82250 1.12431
O -4.79286 -2.17435 0.34803
H -3.53541 0.57341 -0.86737
H -4.04033 -0.84106 -1.81549
H -5.25112 0.11173 -0.91888
K 2.95190 4.44739 -4.92017
O -2.28506 2.73762 2.97807
H -1.41439 2.38219 2.75808
H -2.17284 3.10439 3.86229
Cs -4.05133 1.21006 -2.70113
C -2.59742 -5.06961 4.36163
C -2.07348 -4.15063 5.44291
C -2.72233 -4.36526 6.78275
O -2.64182 -3.06950 7.37393
C -2.62013 -2.16874 6.35089
O -2.76950 -0.99770 6.48375
O -2.40753 -2.78995 5.15934
H -1.99535 -4.97055 3.45667
H -2.56960 -6.11327 4.68054
H -3.62044 -4.80586 4.08661
H -0.98338 -4.22700 5.51024
H -2.19123 -5.09927 7.38865
H -3.77525 -4.65453 6.71574
C 8.71106 7.99946 -2.95248
C 7.36571 7.53559 -2.41642
C 7.32393 7.60372 -0.89527
O 7.12010 6.19540 -2.84495
H 9.51802 7.36008 -2.58248
H 8.73067 7.93651 -4.04201
H 8.92053 9.03064 -2.65775
H 6.56919 8.15749 -2.83342
H 8.08516 6.95181 -0.45665
H 6.35663 7.25825 -0.52214
H 7.49122 8.62310 -0.53851
H 7.81812 5.63514 -2.48405
C -4.11899 -10.50293 9.81916
O -4.76071 -9.38661 10.43439
C -4.39527 -8.20114 9.93644
O -3.60144 -8.02120 9.04895
O -5.06469 -7.25071 10.59524
C -4.76873 -5.92367 10.16231
H -4.49245 -11.40344 10.30295
H -4.36394 -10.55114 8.75784
H -3.03923 -10.45354 9.96256
H -5.03936 -5.79184 9.11422
H -3.71450 -5.69355 10.31942
H -5.36469 -5.23864 10.76188
Cl 6.77203 4.80680 -4.75529
*
```

Properties
**E_LUMO**: -0.1188 Eh
**Orbital gap**: 4.01 eV

Mulliken population analysis, charges in e, atoms 1 to 8: -0.70 0.30 -0.05 -0.17 0.11 -0.23 -0.47 0.11

=====

[4]
# H3O2PS

2 unconnected molecules or ions with the total composition H3O2PS (ωB97M-V/def2-TZVPD, the Open Molecules 2025 dataset).

ORCA input file:
```
! wB97M-V def2-TZVPD RIJCOSX def2/J DEFGRID3
* xyz 0 1
O 0.01852 1.44264 0.36293
O -0.32844 -1.00321 0.88510
P 0.38707 -0.02087 -0.11017
S 2.28553 -0.32301 -0.27358
H -0.91061 1.79200 0.57523
H -0.66487 -1.61452 0.19563
H -0.78720 -0.27303 -1.63514
*
```

Properties
**E_LUMO**: -0.0003 Eh
**Energy above the lowest of the compared OMol25 structures with the same formula, charge and spin**: 1.8277 eV
**Orbital gap**: 9.38 eV

Computed natural (NBO) charges, given in elementary charges: -1.02 -0.98 1.61 -0.51 0.54 0.51 -0.14

=====

[5]
# C2H9N2OP3

A single C2H9N2OP3 molecule (ωB97M-V/def2-TZVPD, the Open Molecules 2025 dataset).

ORCA input file:
```
! wB97M-V def2-TZVPD RIJCOSX def2/J DEFGRID3
* xyz 0 3
C -1.03545 -1.68660 0.18799
C -0.06650 0.49013 -1.13499
N 0.24866 0.45010 1.45494
N 2.34487 1.54977 0.19258
O 4.58078 0.10686 -0.06749
P 3.11297 0.17833 0.05731
P 2.25054 -1.67383 -0.14756
P 0.32902 -0.65666 0.22557
H -1.18578 -2.12144 1.23734
H -1.88318 -1.10530 -0.10576
H -0.83262 -2.63403 -0.41962
H -0.38328 -0.10748 -2.08212
H -0.88716 1.20850 -0.80083
H 0.69450 1.13455 -1.43166
H 0.01445 0.13586 2.31442
H 1.09551 1.07438 1.38867
H 3.10522 2.21107 0.34612
*
```

Properties
**E_LUMO (spin up / spin down)**: 0.0163 / -0.0957 Eh
**Energy above the lowest of the compared OMol25 structures with the same formula, charge and spin**: 0.0000 eV
**Orbital gap (spin up / spin down)**: 5.03 / 6.78 eV

natural (NBO) population analysis, charges in e, atoms 1 to 8: -1.04 -0.98 -1.19 -1.32 -1.04 1.43 0.01 1.31

=====

Looking at molar mass for the records above, in order, we have 77.04; 566.66; 1133.07; 98.06; 170.03 Da.